Here is a cluster of 5 separate species, C5H18NO5 in total from the OMol25 dataset. Energies are from ωB97M-V/def2-TZVPD.

Geometry as XYZ:
```
29
Properties=species:S:1:pos:R:3:forces:R:3:mulliken_charge:R:1
C 0.931501 -1.210189 0.813980 2.03 -0.53 0.14 0.640
O 1.442912 -2.352858 1.266999 -0.79 -0.13 0.87 -0.945
C 0.894469 0.082703 1.749850 0.14 -0.40 -1.97 -0.272
C 0.480716 1.227251 0.788411 -0.97 0.08 1.69 -0.152
C -0.774417 1.971995 1.285061 0.03 0.01 -0.22 -0.491
C -1.395298 2.972281 -0.791129 0.08 -1.15 -1.85 -0.077
N -1.043181 3.093939 0.400093 -0.17 0.82 0.39 -0.542
H 1.635517 -0.909861 -0.050445 -1.11 0.65 0.90 -0.151
H -0.072118 -1.304752 0.346088 -0.26 0.30 0.03 0.311
H 1.859065 0.361554 2.171277 0.07 -0.63 0.24 0.291
H 0.177847 -0.181365 2.515872 -0.23 0.43 0.41 0.038
H 0.248256 0.737309 -0.157276 0.25 0.59 -0.39 0.162
H 1.244494 2.026723 0.749945 -0.10 -0.68 -0.53 0.186
H -0.572282 2.395081 2.281633 -0.06 -0.17 -0.25 0.303
H -1.673334 1.343249 1.393782 0.32 -0.15 -0.21 0.301
H -1.483876 3.813846 -1.469383 -0.09 0.81 0.46 0.260
H -1.546877 2.066324 -1.446106 0.08 -0.03 1.33 0.127
H -2.931253 -0.556798 -0.902100 0.15 -0.05 -0.03 0.327
H -2.438538 -0.598887 -2.352151 0.22 -0.01 0.06 0.316
O -3.150941 -0.275658 -1.795850 -0.28 0.07 -0.01 -0.663
H 2.163529 -0.912398 -1.078500 1.14 0.54 -1.27 -0.318
H 3.185542 -1.709736 -1.877493 0.34 -0.13 -0.07 0.313
O 2.843069 -0.812330 -1.850304 -0.47 -0.54 0.76 -0.827
H 1.669470 -0.608737 -2.978258 -0.86 0.95 -0.11 0.318
H 0.483203 -1.314731 -3.486849 -0.46 0.39 -0.16 0.274
O 0.756011 -0.393441 -3.354002 0.81 -1.16 -0.01 -0.681
H -1.082251 -1.893433 3.184538 0.44 0.06 -0.01 0.281
H -0.248319 -2.919114 2.326350 0.39 0.69 -0.17 0.340
O -1.146041 -2.660204 2.617675 -0.65 -0.65 -0.02 -0.668
```
Positions in Å, forces in eV/Å.

The value obtained for the gap between HOMO and LUMO is 6.935 eV. Its multiplicity is 1. As for the total charge: -1. The energy relative to the best compared isomer or geometry (same formula, charge and spin) is 59.12 kcal/mol.

Here is a structure of composition C32H58N3O2P2Pt from the OMol25 dataset. Energies are from ωB97M-V/def2-TZVPD.

Geometry as XYZ:
```
98
Properties=species:S:1:pos:R:3:forces:R:3:mulliken_charge:R:1
C -0.037370 2.863299 -1.147636 -0.35 0.32 1.13 -0.159
C 0.944401 1.261706 -2.553733 1.40 -1.87 -1.64 -0.529
C 0.004482 3.819484 -2.165657 -0.12 0.41 1.09 -0.296
C 1.133389 2.208423 -3.562358 -0.33 1.19 -0.28 -0.051
C 0.650898 3.501425 -3.359708 1.01 -0.06 -2.44 -1.718
H -0.408412 4.806653 -1.954921 0.14 -0.20 -0.22 0.631
H 1.624644 1.885952 -4.481490 -0.10 0.33 0.17 0.613
H 0.803767 4.259194 -4.127040 -0.16 -0.23 0.23 0.522
N 0.337145 1.595209 -1.396470 -1.13 -1.41 3.32 0.918
P 0.171915 1.952384 1.467833 -0.23 2.14 0.64 -1.641
P 0.088145 -1.304923 -1.926594 0.43 -0.66 -2.71 -0.956
C -0.463311 3.187237 0.267903 -0.36 -0.13 -0.90 -1.911
H -0.126642 4.199263 0.540729 -0.11 -0.26 0.01 0.909
H -1.567781 3.186471 0.313844 0.26 -0.03 0.01 0.781
C 0.021600 -1.142679 1.448573 -0.61 -3.75 4.15 0.344
O -0.123781 -1.870231 2.339700 0.46 2.33 -2.91 -0.480
C 1.436577 -0.156382 -2.623471 0.13 0.83 0.97 -2.144
H 1.742433 -0.408611 -3.644340 0.02 -0.12 0.33 1.495
C 0.889070 -3.031922 -2.061691 0.10 -0.74 0.74 2.440
C -1.321483 -1.264276 -3.195895 -0.68 0.34 0.35 2.439
C 1.939201 2.543977 1.820236 0.67 -0.36 -0.28 2.402
C -0.945825 2.157535 2.989251 -0.28 -0.83 0.33 2.151
C 1.437572 -3.407572 -0.683091 0.32 -0.06 0.35 -1.923
H 0.639466 -3.483693 0.065024 0.07 -0.09 -0.13 0.395
H 1.924941 -4.392593 -0.752529 -0.16 0.32 0.05 0.540
H 2.177939 -2.683430 -0.324257 -0.11 -0.26 -0.04 0.358
C -0.112379 -4.120997 -2.474152 -0.40 0.02 -0.04 -1.678
H -0.976034 -4.174312 -1.799053 0.25 -0.08 -0.19 0.308
H -0.455125 -4.000416 -3.508300 0.09 -0.09 0.38 0.275
H 0.408160 -5.090404 -2.423445 -0.07 0.36 0.07 0.565
C 2.030956 -3.029064 -3.076107 0.28 0.36 -0.26 -1.475
H 2.466373 -4.039398 -3.108725 -0.17 0.23 0.15 0.639
H 1.693952 -2.795600 -4.093734 0.19 -0.11 0.30 0.229
H 2.832236 -2.341849 -2.788300 -0.08 -0.27 -0.09 0.177
C -2.478218 -2.194934 -2.748775 -0.27 -0.20 0.05 -1.568
H -2.542932 -2.311374 -1.657887 0.03 -0.05 -0.43 0.119
H -3.431645 -1.762122 -3.086248 0.29 -0.08 0.11 0.468
H -2.407260 -3.191322 -3.201296 -0.02 0.36 0.26 0.387
C -1.898640 0.149179 -3.324911 -0.11 0.33 0.08 -1.782
H -2.329239 0.508637 -2.384357 0.11 -0.05 -0.13 -0.087
H -1.155834 0.871011 -3.684297 -0.13 -0.09 -0.01 0.530
H -2.704625 0.112576 -4.076205 0.30 0.02 0.24 0.777
C -0.786749 -1.687110 -4.586734 0.23 0.02 -0.47 -1.436
H 0.304576 -1.661127 -4.694090 -0.39 0.00 -0.03 0.113
H -1.142800 -2.687182 -4.868709 0.24 0.33 0.13 0.439
H -1.188148 -0.985717 -5.332125 0.13 -0.20 0.20 0.418
C -0.373804 1.296125 4.127944 0.14 -0.03 0.14 -1.479
H -1.023674 1.412280 5.009228 0.19 -0.06 -0.28 0.498
H -0.357622 0.230802 3.860896 -0.02 0.23 0.15 0.241
H 0.639153 1.598058 4.425459 -0.30 -0.07 -0.06 0.363
C -2.361371 1.656158 2.662843 -0.14 -0.13 -0.21 -1.903
H -2.831985 2.254971 1.872841 0.02 -0.17 0.15 0.355
H -2.370084 0.605175 2.358191 0.01 0.16 0.04 0.215
H -2.984455 1.748986 3.566835 0.30 0.00 -0.28 0.707
C -1.083574 3.624499 3.440566 0.25 0.48 -0.07 -1.402
H -1.208384 4.321206 2.601901 -0.05 -0.08 0.24 0.248
H -1.983138 3.708082 4.067707 0.19 -0.17 -0.26 0.509
H -0.246984 3.961894 4.057912 -0.25 -0.09 -0.24 0.387
C 2.622968 3.029478 0.537006 -0.13 -0.17 -0.43 -1.810
H 2.138158 3.901966 0.077140 0.12 -0.12 0.19 0.243
H 3.652198 3.328935 0.790633 -0.32 -0.13 -0.04 0.710
H 2.688597 2.225548 -0.205367 0.00 0.25 0.15 0.092
C 2.721538 1.333033 2.356557 0.26 -0.27 0.10 -1.314
H 3.073070 0.702904 1.520529 -0.13 0.32 0.52 0.047
H 3.592976 1.694315 2.926401 -0.29 -0.18 -0.19 0.579
H 2.118288 0.696301 3.020761 0.26 0.21 -0.03 0.255
C 1.951012 3.726253 2.801650 -0.43 0.13 0.35 -1.529
H 1.341083 4.571857 2.447483 0.20 -0.25 0.17 0.343
H 1.635581 3.441780 3.810785 0.13 0.11 -0.27 0.384
H 2.986963 4.089023 2.880938 -0.22 -0.23 -0.14 0.527
Pt 0.240453 0.055405 0.086252 0.27 2.18 -1.17 3.129
N 2.446822 -0.311789 -0.345633 0.25 0.04 -0.67 -0.439
C 2.679497 -0.241842 -1.575909 0.04 0.06 -1.12 -0.139
C 4.174255 -0.152270 -2.122603 -0.09 -0.12 0.11 2.172
C 4.311615 -0.234497 -3.638228 -0.28 -0.13 -0.21 -1.757
C 4.725517 1.205897 -1.700584 -0.12 0.41 0.35 -1.801
C 5.026973 -1.251797 -1.452305 0.05 -0.27 0.25 -1.544
H 3.964333 -1.192098 -4.042086 0.10 0.18 -0.06 0.335
H 3.785450 0.590013 -4.137799 0.13 -0.14 -0.01 0.249
H 5.381493 -0.144351 -3.881498 -0.39 -0.01 0.03 0.552
H 4.630818 1.316633 -0.613508 0.14 0.10 -0.24 0.421
H 5.790893 1.277423 -1.965196 -0.36 -0.06 0.02 0.541
H 4.188787 2.022727 -2.202545 0.13 -0.02 0.13 0.272
H 5.658851 -1.765181 -2.189587 -0.20 0.15 0.20 0.380
H 5.689036 -0.795665 -0.706871 -0.15 -0.24 -0.09 0.443
H 4.414488 -2.001353 -0.939053 0.21 0.07 -0.12 0.255
C -5.255755 0.519952 -0.015751 0.11 -0.01 -0.10 -0.901
N -4.521350 -0.732711 0.175438 0.88 -0.06 0.10 0.270
C -5.264645 -1.935760 0.507810 -0.06 -0.67 0.16 -0.944
C -3.185188 -0.781387 0.114368 -0.51 1.08 -0.09 -0.692
O -2.485986 0.226301 -0.155248 -0.16 -0.93 0.19 -0.387
H -5.978833 0.410116 -0.830466 0.17 -0.02 0.09 0.423
H -4.532930 1.299755 -0.251640 -0.23 -0.04 0.02 0.195
H -5.812554 0.772530 0.893181 0.16 -0.09 -0.09 0.391
H -5.085140 -2.725636 -0.235666 -0.17 0.26 0.12 0.314
H -4.957735 -2.330824 1.487323 -0.21 0.20 -0.22 0.362
H -6.324126 -1.690309 0.527281 0.08 -0.15 0.03 0.378
H -2.729849 -1.778528 0.322127 -0.38 0.50 0.00 0.706
```
Positions in Å, forces in eV/Å.

The value obtained for the gap between HOMO and LUMO (spin up / spin down) is 5.120 / 3.177 eV. Its multiplicity is 5. As for the total charge: +3. The energy relative to the best compared isomer or geometry (same formula, charge and spin) is 13.42 kcal/mol.

Here is a structure of composition C26H11F4N4Tl from the OMol25 dataset. Energies are from ωB97M-V/def2-TZVPD.

Geometry as XYZ:
```
46
Properties=species:S:1:pos:R:3:forces:R:3:mulliken_charge:R:1
Tl 5.116745 -13.863459 -4.897821 0.45 -0.13 -0.14 0.541
C 12.543346 -14.916303 -5.819050 2.63 0.07 -0.39 -0.331
C 12.071774 -15.417598 -4.646668 -2.82 -0.05 0.26 -0.593
C 10.690198 -15.365055 -4.349192 2.01 0.53 -0.85 -0.489
C 9.835843 -14.743813 -5.243981 -1.45 -0.48 1.07 0.405
C 10.292269 -14.351067 -6.458696 2.63 0.00 -1.44 -0.104
C 11.684811 -14.419555 -6.747390 -2.08 0.14 0.50 -0.787
C 8.419674 -14.480924 -4.830158 0.78 0.14 -0.18 -0.566
C 7.329647 -14.573266 -5.575892 -0.51 0.48 -1.06 -0.843
C 7.387921 -15.113779 -6.963978 0.41 1.14 0.42 0.249
C 7.318289 -14.330433 -8.167936 -0.09 -1.42 1.28 0.063
C 7.067845 -14.999653 -9.364657 0.25 0.22 0.03 -0.873
C 6.800743 -16.393210 -9.403580 0.11 1.48 0.13 -0.607
C 7.005087 -17.053152 -8.204561 -0.02 -2.52 -1.49 -0.607
C 7.454154 -16.493052 -7.051854 -1.32 1.45 -0.42 -0.293
H 13.663052 -14.926568 -6.006802 -1.54 -0.02 0.13 0.276
H 12.712204 -15.899844 -3.999452 1.32 -0.86 1.48 0.465
H 10.313775 -15.775424 -3.449282 -0.28 -0.25 0.86 0.500
H 9.629801 -14.063419 -7.236902 -0.40 0.58 -0.28 0.347
H 12.087539 -14.073260 -7.652397 0.16 0.45 -1.25 0.439
H 8.394079 -14.062484 -3.840778 -0.33 -0.03 0.65 0.412
H 7.521416 -13.259328 -8.088291 -0.31 -0.29 -0.29 0.606
H 7.161249 -14.363709 -10.239720 -0.36 -0.33 -0.36 0.550
H 6.432901 -16.898038 -10.308218 0.40 0.23 0.50 0.439
H 6.862105 -18.136129 -8.177526 -0.05 0.16 -0.21 0.343
H 7.513306 -17.059378 -6.166530 0.32 -0.66 0.88 0.447
F 5.342826 -12.163904 -11.943319 -0.13 -0.25 -0.02 -0.333
C 4.704430 -13.279466 -12.295586 -0.57 0.24 2.22 0.095
C 4.623877 -13.598936 -13.567782 -0.61 -0.83 0.34 0.383
F 5.220958 -12.809880 -14.384542 0.75 1.00 -2.01 -0.247
C 3.931762 -14.790767 -14.009965 -0.66 -0.62 0.59 0.467
C 3.576332 -15.719253 -12.939666 0.91 1.02 1.58 0.174
C 3.649572 -15.367888 -11.619714 -0.09 -0.49 -2.62 0.310
F 3.330152 -16.283499 -10.756513 -0.35 -0.56 1.21 -0.331
C 4.096920 -14.070485 -11.206971 1.06 0.48 -1.09 0.282
C 4.158639 -13.677265 -9.935241 -0.46 0.47 2.11 1.453
C 3.702702 -14.475969 -8.813082 0.70 1.00 -2.41 -0.443
N 3.379204 -15.027758 -7.881427 -0.67 -1.14 2.04 -0.467
C 4.627881 -12.423003 -9.378060 0.53 -0.29 -0.52 -0.229
N 5.085884 -11.551730 -8.783087 -0.29 0.01 -0.17 -0.497
F 3.235383 -16.946673 -13.250610 -0.29 -0.34 -0.09 -0.261
C 3.494647 -15.046518 -15.256178 0.22 0.43 -1.32 0.759
C 2.910054 -16.264567 -15.700377 -0.61 -0.44 0.28 -0.018
N 2.368293 -17.206571 -16.071287 0.12 -0.01 -0.17 -0.449
C 3.611499 -14.081105 -16.316953 1.75 2.58 -1.32 -0.154
N 3.931353 -13.208683 -17.036201 -1.22 -2.30 1.53 -0.483
```
Positions in Å, forces in eV/Å.

The value obtained for the gap between HOMO and LUMO (spin up / spin down) is 4.009 / 4.010 eV. Its multiplicity is 1.

Here is a structure of composition C33H34FN2V from the OMol25 dataset. Energies are from ωB97M-V/def2-TZVPD.

Geometry as XYZ:
```
71
Properties=species:S:1:pos:R:3:forces:R:3:mulliken_charge:R:1
C -0.075573 5.028596 0.470561 0.24 0.35 0.23 -1.505
H 0.577019 5.734972 0.996625 -0.22 -0.10 -0.19 0.447
H -1.081606 5.089481 0.904144 0.21 -0.08 -0.14 0.340
H -0.137246 5.341666 -0.579788 0.04 -0.08 0.28 0.302
C 0.490014 3.646459 0.610673 0.84 0.46 0.38 0.641
C 1.795422 3.407983 1.047118 -0.80 0.77 -0.15 -1.492
H 2.399373 4.261389 1.344878 -0.19 -0.20 -0.03 0.385
C 2.368629 2.139557 1.165486 0.13 -1.17 -0.21 1.524
C 3.717748 2.025997 1.822852 0.29 0.55 0.15 -1.515
H 3.689597 1.388517 2.717518 -0.06 0.07 -0.32 0.314
H 4.038920 3.024481 2.137102 0.01 -0.28 -0.04 0.434
H 4.478785 1.627744 1.138150 -0.27 0.02 0.20 0.294
C 2.481405 -0.233434 0.913518 1.13 -0.16 0.42 -1.458
C 3.455360 -0.675927 -0.002631 -0.60 0.04 0.18 0.122
C 3.876237 -2.004485 0.041762 0.13 0.11 0.23 -1.244
H 4.550585 -2.382583 -0.729338 -0.14 0.11 0.33 0.487
C 3.450727 -2.831789 1.086239 -0.08 -0.11 -0.03 -0.577
H 3.773798 -3.875189 1.122120 -0.05 0.37 -0.01 0.530
C 2.653978 -2.318326 2.113599 0.25 0.20 0.04 -1.155
H 2.400229 -2.938203 2.977561 0.16 0.18 -0.26 0.617
C 2.200905 -0.999664 2.050572 -0.13 -0.02 -0.57 0.000
C -1.333815 2.429760 -0.550093 -1.76 2.20 0.67 0.507
C -1.347970 3.216799 -1.750332 -0.20 -0.49 0.16 0.231
C -2.510090 3.297797 -2.491716 0.54 0.11 -0.14 -1.175
H -2.538815 3.911086 -3.396729 0.03 -0.22 0.33 0.449
C -3.658503 2.589318 -2.099847 -0.06 -0.37 0.51 -0.501
H -4.555656 2.638859 -2.720243 0.25 0.00 0.27 0.460
C -3.667580 1.847555 -0.916427 -0.31 -0.37 -0.66 -0.741
H -4.570556 1.309828 -0.617518 0.26 0.29 -0.08 0.490
C -2.533144 1.794348 -0.109161 0.66 0.63 0.11 -0.124
C 1.191357 0.294489 -1.926827 -0.10 -1.94 0.06 0.780
H 2.275279 0.385863 -1.855418 -0.56 0.27 0.17 0.429
C 0.484162 0.961171 -2.935177 0.11 0.29 -0.12 -1.065
H 0.997603 1.713126 -3.536472 -0.05 -0.16 0.16 0.583
C -0.826228 0.570869 -3.235969 1.26 0.93 0.04 -0.637
H -1.338648 0.971341 -4.109999 0.12 -0.09 0.09 0.539
C -1.428844 -0.354380 -2.432419 -2.27 0.31 0.67 -0.001
C -0.859382 -1.046986 -1.438959 4.02 1.07 1.46 1.364
H -2.613975 -0.981070 -2.572984 0.29 1.07 -1.01 0.272
C 0.529374 -0.721577 -1.119386 1.57 -4.22 -4.08 -1.850
H 1.101931 -1.475618 -0.568142 0.17 0.53 -0.16 0.427
N 1.789989 1.012859 0.713698 0.29 1.01 0.49 1.043
N -0.295829 2.595841 0.407897 0.43 -1.81 -1.20 0.374
V -0.019191 0.783212 -0.113934 -1.62 3.15 3.06 -1.846
H 1.605578 -0.546198 2.847917 0.14 -0.26 -0.28 0.978
H 3.842922 0.019454 -0.753003 -0.17 -0.38 0.16 0.642
H -0.426886 3.733224 -2.041083 -0.46 -0.15 0.02 0.661
H -2.557962 1.397602 0.911736 -0.19 0.26 -0.56 0.791
F -3.253734 -1.524761 -3.150138 -2.13 -1.89 -0.53 -0.738
C -0.886977 -1.951125 3.033375 0.24 -0.04 0.39 -1.990
C -1.309112 -1.526390 1.629280 0.43 -0.26 -0.37 2.576
C -2.831109 -1.326455 1.617326 -0.71 0.25 -0.08 -1.886
C -0.646035 -0.208078 1.264074 -0.07 -0.03 0.43 -0.500
C -0.916966 -2.553468 0.573680 -0.61 0.25 0.01 -0.326
C -0.156425 -3.656240 0.852950 0.23 0.04 0.91 0.020
C 0.265065 -4.543188 -0.145530 -0.60 0.31 -0.34 -0.679
C -0.227191 -4.408385 -1.455397 0.25 -0.61 -0.51 -0.918
C -1.075061 -3.392452 -1.777389 -0.15 0.45 -0.02 -0.705
C -1.431974 -2.300298 -0.810215 0.22 -1.45 0.34 0.168
H -1.203989 -1.192718 3.761161 0.01 -0.21 -0.18 0.439
H 0.202434 -2.039440 3.105351 -0.39 -0.12 0.08 0.356
H -1.345474 -2.908203 3.314278 0.06 0.25 -0.04 0.429
H -3.131999 -0.658953 2.437274 0.13 -0.21 -0.16 0.467
H -3.187028 -0.870335 0.684700 0.10 -0.16 0.17 0.463
H -3.355560 -2.284002 1.753601 0.21 0.23 0.03 0.321
H -0.491162 0.414054 2.180943 -0.29 -0.15 -0.62 0.795
H 0.161509 -3.869952 1.879733 -0.12 0.26 -0.50 0.448
H 0.941600 -5.358186 0.115324 -0.17 0.18 -0.13 0.535
H 0.058226 -5.145986 -2.210874 -0.14 0.30 0.25 0.477
H -1.484223 -3.287331 -2.785494 0.02 0.00 0.25 0.596
H -2.534245 -2.213922 -0.806146 0.20 -0.06 -0.01 1.079
```
Positions in Å, forces in eV/Å.

The value obtained for the gap between HOMO and LUMO (spin up / spin down) is 5.384 / 5.383 eV. Its multiplicity is 1. As for the total charge: +2.

| no. | largest force on an atom (Eh/bohr) |
| --- | --- |
| 1 | 0.0424 |
| 2 | 0.1094 |
| 3 | 0.0659 |
| 4 | 0.1182 |